This record from OMol25 describes one molecule with the formula C5H4N2. The level of theory is ωB97M-V/def2-TZVPD.

## Properties
SMILES string: C=C=C1C=NN=C1
HOMO level, eV: -9.9
Energy above the lowest of the compared OMol25 structures with the same formula, charge and spin, kcal/mol: 66.55
Spin multiplicity: 1
Total charge: 0
Gap between HOMO and LUMO, eV: 9.4
LUMO level, Ha: -0.02090

Structure (XYZ):
```
11
C5H4N2, DFT ωB97M-V/def2-TZVPD
N 1.39249 1.92022 0.33145
N 1.81399 1.37828 -0.91374
C -0.62714 -0.88905 0.15173
C -1.82221 -1.39000 0.19514
C 1.27484 0.21899 -1.07168
C 0.63733 1.06305 0.92329
C 0.42507 -0.10480 0.07009
H -2.57165 -0.69125 -0.16328
H 0.15525 1.24982 1.87645
H -2.12129 -2.36715 0.55417
H 1.44331 -0.38811 -1.95362
```

Table of Mulliken atomic charges, one value per atom, all in e: -0.425 -0.416 0.150 -0.747 -0.376 -0.302 0.746 0.236 0.442 0.266 0.426

This record from OMol25 describes C4H19N2O6 as an isolated structure. The level of theory is ωB97M-V/def2-TZVPD.

## Properties
HOMO level, eV: -5.3
Energy above the lowest of the compared OMol25 structures with the same formula, charge and spin, kcal/mol: 100.48
Spin multiplicity: 1
Total charge: -1
Gap between HOMO and LUMO, eV: 8.5
LUMO level, Ha: 0.11594

Structure (XYZ):
```
31
C4H19N2O6, DFT ωB97M-V/def2-TZVPD
O -1.80338 2.76675 -2.42891
O -3.16513 -1.69849 0.24427
O 1.10539 0.03259 1.76314
O -0.87123 -1.48096 2.37428
O 1.82729 0.77556 -3.01936
O 1.23040 -0.84829 4.03731
N 1.74331 -0.68659 -0.44656
N -0.78057 0.99628 -1.66807
C 0.36715 -1.00033 -0.77647
C 2.14826 -0.64072 1.15454
C -1.03865 2.38764 -1.25578
C -0.54426 0.19687 -0.39864
H 0.16553 -1.25296 -1.88514
H 2.18777 -1.49208 -0.81950
H -2.70535 -1.66601 -0.48404
H 2.25469 -1.80725 1.41574
H 1.59911 -0.13607 3.47625
H -1.60754 -0.18844 -0.21529
H 0.51248 -1.18556 3.38208
H -0.10213 3.07033 -1.20361
H -1.61124 2.53286 -0.42405
H -0.02479 -0.55468 2.00572
H -0.03038 0.78316 0.40813
H 1.92876 0.48884 -2.08481
H -2.31878 1.94914 -2.73761
H -2.76407 -1.71662 1.05612
H 0.05654 0.96719 -2.36434
H -0.11830 -1.90245 -0.40590
H 1.51681 0.11840 -3.46304
H 3.10332 0.03451 1.21009
H -0.96336 -2.24822 1.82792
```

Table of Mulliken atomic charges, one value per atom, all in e: -0.597 -0.620 -0.924 -1.006 -0.777 -0.737 -0.402 -0.329 -0.778 -0.210 -0.246 -0.666 0.432 0.195 0.336 0.183 0.379 -0.021 0.454 0.191 0.385 0.422 0.646 0.516 0.357 0.325 0.316 0.399 0.260 0.271 0.247

This record from OMol25 describes C42H43As2HfN7O4S as an isolated structure. The level of theory is ωB97M-V/def2-TZVPD.

## Properties
HOMO level, eV: -13.1
Energy above the lowest of the compared OMol25 structures with the same formula, charge and spin, kcal/mol: 20.34
Spin multiplicity: 1
Total charge: +2
Gap between HOMO and LUMO, eV: 7.6
LUMO level, Ha: -0.20346

Structure (XYZ):
```
100
C42H43As2HfN7O4S, DFT ωB97M-V/def2-TZVPD
Hf 0.37870 1.20949 0.82737
As -1.22934 0.36453 -3.62786
As 1.43824 0.71812 -1.63402
S 0.34401 -1.08780 2.42490
O 1.41415 4.48319 1.78450
O 0.66199 -1.19085 3.81088
O -0.74490 -0.09347 2.08096
O 1.92065 2.52954 0.78102
N -2.52341 -2.61600 -0.41208
N -2.76645 1.32443 0.32406
N -1.48513 -0.51432 -0.38758
N 1.31925 1.45386 3.16818
N -1.59945 2.08178 0.05018
N 0.20296 3.78172 -1.33216
N 1.53500 -0.57900 1.42932
C 1.03114 2.26348 4.15914
C -1.49125 -1.79682 -0.60631
C -0.92508 4.25402 -0.79004
C -2.64943 0.06071 0.11069
C 4.99204 -0.42657 2.94513
C -5.95062 -2.50055 0.89393
C -0.93335 0.47612 -5.55627
C -0.20237 -2.66175 1.90209
C 1.06255 3.30882 1.35041
C 0.67475 -3.45891 -3.68141
C -2.96680 -0.52092 -3.71257
C 0.00224 -1.16029 -3.29316
C 2.53122 0.83761 3.16020
C -4.78783 -3.01588 0.36231
C -1.24334 5.60405 -0.70701
C 0.84345 6.04512 -1.76737
C -1.00738 -5.25245 1.33385
C -6.05838 -1.13646 1.18415
C -3.72536 -2.14891 0.12124
C 2.81965 4.88135 1.67257
C -5.00110 -0.28857 0.93797
C -1.33857 -3.17198 2.52731
C -1.73199 -4.46124 2.23061
C 0.54300 -3.42028 1.01765
C 1.53361 1.91551 -3.16655
C -0.32375 6.52161 -1.19291
C 3.21457 2.04161 5.11590
C 3.34991 0.65529 -1.26313
C -1.89484 3.27542 -0.31042
C 3.54539 1.13894 4.07387
C 1.05769 4.66956 -1.81648
C -0.20263 -2.40069 -3.88748
C 1.95626 2.56756 5.18116
C 2.71750 -0.18367 2.19260
C 2.02211 -2.04366 -2.29139
C -1.42465 -6.66802 1.06676
C -3.81187 -0.78931 0.39882
C 3.92444 -0.80548 2.09284
C 1.79198 -3.27953 -2.88302
C 1.12993 -0.99439 -2.48881
C 0.12264 -4.71373 0.72930
C 4.80451 0.50228 3.92864
H -1.57556 1.25550 -5.96494
H -2.40383 -3.60065 -0.62158
H 3.60596 -0.05396 -0.47758
H -2.17827 5.92194 -0.27381
H 2.49050 -4.08957 -2.73080
H -2.95240 3.54346 -0.31919
H -3.62137 0.15336 -4.27200
H 0.49649 -4.40889 -4.16022
H 1.66175 3.23089 5.97846
H -1.25335 -7.28269 1.95024
H 4.05404 -1.61600 1.39008
H -0.86291 -7.10106 0.24424
H 1.95955 4.27452 -2.27292
H 2.90332 -1.91322 -1.68061
H -3.39410 -0.65985 -2.72650
H -2.93088 -1.47356 -4.23858
H 0.10389 0.73086 -5.76579
H -1.17037 -0.47522 -6.03528
H 3.87107 0.39534 -2.19502
H -6.78538 -3.15788 1.08571
H 1.74028 1.28123 -4.03831
H 5.94733 -0.91767 2.83778
H -2.48615 -6.73211 0.83478
H 5.59848 0.74461 4.61748
H -1.89665 -2.57973 3.23571
H -2.60653 -4.87205 2.71442
H -0.60044 -2.25691 -1.01227
H 0.61202 2.48075 -3.30415
H 3.95713 2.29023 5.85982
H 1.57341 6.71753 -2.18802
H -4.70008 -4.06648 0.13172
H 3.64556 1.65290 -0.93564
H 0.69392 -5.31488 0.03862
H -1.05146 -2.55486 -4.53712
H 2.85090 5.89826 2.05309
H -5.07231 0.76576 1.15217
H 2.36970 2.59850 -3.00749
H 3.12910 4.83707 0.63111
H 3.42877 4.21318 2.27972
H 0.05278 2.73178 4.14308
H -6.97482 -0.74824 1.60036
H 1.42625 -3.00829 0.55232
H -0.52161 7.58185 -1.13559
```

Here are the Mulliken charges for atoms 1 to 99, given in e: 1.989 0.658 1.557 1.108 -0.341 -0.665 -0.877 -0.314 0.663 -0.863 1.672 0.093 0.327 0.434 0.240 -0.608 -2.204 0.606 -0.228 -1.227 -0.638 -1.168 0.634 0.062 -1.130 -1.062 -0.120 1.164 -1.023 -1.026 -0.999 0.646 -0.868 -0.020 -0.692 -0.612 -0.776 -0.794 -0.246 -1.593 -0.514 -0.762 -1.418 -0.766 0.327 0.049 -0.243 -1.062 0.074 -0.875 -1.571 0.704 -0.344 -0.748 0.507 -1.073 -0.926 0.438 0.448 0.250 0.553 0.490 0.568 0.522 0.471 0.473 0.369 0.560 0.386 0.221 0.435 0.077 0.357 0.310 0.369 0.527 0.459 0.470 0.469 0.354 0.488 0.572 0.484 0.773 0.460 0.519 0.473 0.564 0.350 0.428 0.391 0.274 0.523 0.555 0.269 0.263 0.526 0.471 0.449